# 1
Below is the molecule C4H6O2, with properties calculated with ωB97M-V/def2-TZVPD.

The energy relative to the best compared isomer or geometry (same formula, charge and spin) comes out at 340.2 kJ/mol. For the frontier orbital gap, the calculation gives 0.3982 hartree. The structure (SMILES) is C#C[C@H](O)CO.

Last column: Mulliken charge in e.
Geometry (Å):
1 O -0.345 -1.147 -1.219  -0.528
2 C -0.904 0.037 -0.682  -0.514
3 C 0.037 0.941 0.221  0.531
4 O -0.655 1.322 1.402  -0.532
5 C 1.198 0.093 0.490  -0.493
6 C 1.685 -0.984 0.240  -0.265
7 H -0.473 -1.898 -0.628  0.329
8 H -1.783 -0.189 -0.073  0.303
9 H -1.191 0.600 -1.569  0.256
10 H 0.315 1.850 -0.331  0.162
11 H -0.004 1.307 2.114  0.341
12 H 2.121 -1.933 0.035  0.410

# 2
Below is a structure of composition C22H25F6INO4PS4SbScSeSi, with properties calculated with ωB97M-V/def2-TZVPD.

Its net charge is -1. The expectation value of S² is 0.767. The energy relative to the best compared isomer or geometry (same formula, charge and spin) comes out at 97.4 kJ/mol. For the frontier orbital gap (alpha / beta), the calculation gives 0.2433 / 0.2395 hartree. The spin multiplicity is 2.

Last column: Mulliken spin population.
Geometry (Å):
1 Sc -0.304 0.131 0.009  0.019
2 O 0.748 2.141 7.539  0.030
3 C 0.786 1.897 6.362  0.013
4 S 2.161 2.240 5.316  -0.006
5 C 1.537 1.532 3.822  0.035
6 C 0.252 0.968 3.919  0.208
7 S -0.700 0.205 2.749  0.246
8 S -0.500 1.036 5.505  0.020
9 S 2.511 1.593 2.477  0.424
10 O 1.282 3.837 -1.023  -0.002
11 C 0.826 2.731 -1.189  0.006
12 O 0.725 1.801 -0.272  -0.011
13 C 0.318 2.278 -2.568  0.001
14 P 0.364 0.455 -2.606  0.000
15 C -0.455 -0.030 -4.153  -0.001
16 C 0.141 0.160 -5.398  0.000
17 C -0.539 -0.184 -6.555  0.000
18 C -1.818 -0.720 -6.474  0.000
19 C -2.414 -0.915 -5.237  0.000
20 C -1.734 -0.574 -4.077  -0.003
21 C 2.117 0.049 -2.875  0.000
22 C 2.449 -1.301 -3.019  0.000
23 C 3.773 -1.684 -3.144  0.000
24 C 4.783 -0.729 -3.106  0.000
25 C 4.461 0.609 -2.944  0.000
26 C 3.131 1.000 -2.830  0.000
27 H 0.864 2.773 -3.371  0.000
28 H -0.736 2.561 -2.640  0.000
29 H 1.143 0.571 -5.458  0.000
30 H -0.072 -0.036 -7.520  0.000
31 H -2.348 -0.990 -7.379  0.000
32 H -3.409 -1.337 -5.171  0.000
33 H -2.195 -0.720 -3.107  0.003
34 H 1.666 -2.050 -3.013  0.000
35 H 4.019 -2.733 -3.246  0.000
36 H 5.819 -1.033 -3.186  0.000
37 H 5.243 1.356 -2.901  0.000
38 H 2.900 2.049 -2.690  0.000
39 F -1.089 -1.817 0.504  -0.009
40 Sb -0.569 -3.630 -0.182  0.004
41 F -0.462 -2.664 -1.807  0.000
42 F -2.443 -3.764 -0.302  0.000
43 F -0.570 -5.395 -0.827  0.000
44 F -0.449 -4.037 1.648  0.001
45 F 1.316 -3.664 -0.224  0.000
46 C -4.954 -0.981 -1.614  0.000
47 Si -4.421 -0.005 -0.102  0.000
48 C -5.739 1.261 0.315  0.000
49 C -4.187 -1.158 1.347  0.003
50 Se -2.546 1.167 -0.616  0.001
51 H -5.955 -1.397 -1.478  0.000
52 H -4.263 -1.810 -1.788  0.000
53 H -4.959 -0.345 -2.502  0.000
54 H -6.713 0.779 0.437  0.000
55 H -5.820 2.013 -0.471  0.000
56 H -5.489 1.774 1.245  0.000
57 H -5.118 -1.695 1.550  0.000
58 H -3.908 -0.599 2.242  0.000
59 H -3.408 -1.891 1.146  -0.001
60 N 2.274 -1.772 2.295  -0.003
61 C 2.405 -1.245 1.086  -0.006
62 O 1.412 -1.044 0.374  0.021
63 C 3.780 -0.923 0.578  -0.005
64 I 4.971 -2.686 0.390  0.001
65 H 1.342 -1.904 2.662  0.013
66 H 3.069 -1.903 2.895  0.003
67 H 4.302 -0.272 1.273  0.001
68 H 3.706 -0.465 -0.404  -0.005

# 3
Below is a structure of composition C4H8O2, with properties calculated with ωB97M-V/def2-TZVPD.

The energy relative to the best compared isomer or geometry (same formula, charge and spin) comes out at 257.7 kJ/mol. For the frontier orbital gap, the calculation gives 0.3789 hartree.

Last column: Mulliken charge in e.
Geometry (Å):
1 O -1.593 -0.150 -1.118  -0.543
2 C -1.397 -0.479 0.246  -0.740
3 C 0.095 -0.784 0.480  0.414
4 C 0.938 -0.104 -0.680  -0.571
5 C 1.228 0.910 0.417  -0.363
6 O 0.783 0.029 1.448  -0.469
7 H -1.597 0.803 -1.236  0.318
8 H -1.744 0.315 0.922  0.292
9 H -2.017 -1.367 0.408  0.322
10 H 0.230 -1.833 0.809  0.338
11 H 1.738 -0.758 -1.008  0.274
12 H 0.552 0.378 -1.589  0.214
13 H 0.535 1.768 0.366  0.209
14 H 2.249 1.272 0.535  0.305

# 4
Below is the ion C3H7O2 with charge -1, with properties calculated with ωB97M-V/def2-TZVPD.

Its net charge is -1. The energy relative to the best compared isomer or geometry (same formula, charge and spin) comes out at 179.5 kJ/mol. For the frontier orbital gap, the calculation gives 0.2829 hartree. The structure (SMILES) is CO[C@@H](C)[O-].

Last column: Mulliken charge in e.
Geometry (Å):
1 C 1.846 0.074 -0.606  -0.746
2 O 0.514 0.005 -0.937  -0.391
3 H 2.470 -0.343 -1.406  0.229
4 H 2.077 -0.511 0.299  0.275
5 H 2.199 1.102 -0.421  0.225
6 O -0.225 -0.689 1.303  -0.795
7 C -0.386 0.223 0.451  0.311
8 C -1.749 0.377 -0.235  -1.150
9 H 0.030 1.241 0.676  0.167
10 H -1.690 1.217 -0.929  0.268
11 H -1.939 -0.522 -0.825  0.246
12 H -2.535 0.519 0.501  0.361

# 5
Below is the molecule C5H8O, with properties calculated with ωB97M-V/def2-TZVPD.

The energy relative to the best compared isomer or geometry (same formula, charge and spin) comes out at 341.0 kJ/mol. For the frontier orbital gap, the calculation gives 0.3520 hartree.

Last column: Mulliken charge in e.
Geometry (Å):
1 C -2.072 -0.329 -0.279  -0.618
2 C -1.625 1.074 -0.128  -0.593
3 C -0.822 -0.048 0.528  0.589
4 C 0.466 -0.229 -0.157  -0.957
5 C 2.735 -0.423 0.304  -0.553
6 O 1.385 -0.383 0.772  -0.095
7 H -1.937 -0.811 -1.241  0.274
8 H -2.939 -0.654 0.287  0.250
9 H -2.162 1.738 0.541  0.246
10 H -1.154 1.551 -0.982  0.289
11 H -0.884 -0.136 1.614  0.365
12 H 2.748 -0.187 -0.762  0.356
13 H 3.148 -1.417 0.489  0.226
14 H 3.296 0.320 0.877  0.221

- What is the formula in the third record?
  C4H8O2